Entry 1:
ORCA calculation (wB97M-V/def2-TZVPD) on a structure of composition C5H28NO10 at a distorted geometry.

Cartesian coordinates (Å):
N: -1.062 0.467 1.847
C: -0.711 -0.285 3.074
C: -0.946 -1.769 2.771
C: -0.939 -1.863 1.213
C: -0.645 -0.431 0.774
C: -1.186 -0.016 -0.619
O: -0.175 0.290 -1.542
H: -0.489 1.305 1.825
H: 0.354 -0.091 3.230
H: -1.230 0.035 3.976
H: -0.120 -2.300 3.242
H: -1.904 -2.198 3.052
H: -0.176 -2.542 0.842
H: -1.907 -2.146 0.799
H: 0.443 -0.404 0.625
H: -1.737 -0.876 -1.040
H: -1.960 0.753 -0.497
H: 2.325 -2.301 -0.879
H: 2.098 -3.124 0.393
O: 2.257 -3.232 -0.549
H: -0.845 -2.959 -1.774
H: -1.808 -1.989 -2.379
O: -1.613 -2.934 -2.361
H: 0.148 3.844 2.165
H: -0.943 3.704 1.227
O: -0.720 3.414 2.124
H: 1.359 -1.074 -2.032
H: 0.949 0.098 -1.152
O: 1.941 -0.703 -1.360
H: 3.326 0.281 -1.820
H: 3.455 1.770 -2.159
O: 3.978 1.015 -1.875
H: 2.170 1.125 0.529
H: 3.194 0.049 0.355
O: 2.679 0.488 1.044
H: -2.901 0.939 1.579
H: -4.122 0.799 0.588
O: -3.866 0.749 1.511
H: -0.813 1.054 -4.416
H: -0.161 1.149 -2.985
O: -0.199 1.569 -3.881
H: 1.101 3.281 -2.364
H: 0.296 2.260 -1.571
O: 1.108 2.799 -1.530

Atoms 1-6, force components in eV/Å:
-0.300 -0.466 0.540
0.011 0.307 -0.160
0.149 -0.047 -0.956
-0.110 0.647 0.450
0.972 0.163 -1.418
-0.312 -1.049 -0.015

The value obtained for the orbital gap is 8.85 eV. The value obtained for the highest occupied orbital energy is -6.2 eV. As for the strongest force on any atom: 0.0336 hartree/bohr. The energy relative to the best compared isomer or geometry (same formula, charge and spin) comes out at 83.2 kJ/mol. For the total energy, the calculation gives -1014.509169 Eh. As for the charge: -1. The spin multiplicity is 1.

Entry 2:
ORCA calculation (wB97M-V/def2-TZVPD) on a cluster of 10 separate species, C5H28NO10 in total at a distorted geometry.

Cartesian coordinates (Å):
O: 0.155 3.600 1.366
C: -0.454 2.911 2.165
C: -0.995 1.588 1.779
C: -0.274 0.291 2.167
C: -0.074 -0.564 0.941
C: 2.160 -1.083 1.671
N: 0.967 -1.514 1.390
H: -0.650 3.328 3.196
H: -2.079 1.479 2.292
H: -1.171 1.555 0.741
H: 0.596 0.743 2.782
H: -0.902 -0.282 3.025
H: -0.900 -1.211 0.620
H: 0.137 0.029 -0.038
H: 2.878 -1.733 1.993
H: 2.558 0.001 1.426
H: 0.644 -2.508 1.563
H: -3.376 0.275 1.476
H: -4.543 -0.674 1.156
O: -3.784 -0.161 0.746
H: 0.659 -4.233 0.050
H: -0.691 -3.805 -0.806
O: -0.032 -3.620 -0.127
H: -3.327 -2.180 -1.845
H: -2.671 -3.094 -0.674
O: -2.683 -2.836 -1.690
H: 1.634 2.587 -1.390
H: 2.531 1.682 -2.271
O: 2.651 2.466 -1.628
H: -1.045 0.650 -2.116
H: -1.133 -0.846 -1.843
O: -0.490 -0.093 -2.001
H: 1.570 -0.177 -4.160
H: 1.114 -0.465 -2.665
O: 1.924 -0.341 -3.104
H: -2.831 1.397 -2.479
H: -3.405 0.969 -1.275
O: -2.594 1.398 -1.620
H: 1.725 2.219 1.103
H: 2.840 1.714 0.164
O: 2.211 1.507 0.879
H: 4.405 -0.200 -1.182
H: 3.022 -0.343 -1.247
O: 3.718 -0.425 -0.531

Atoms 1-6, force components in eV/Å:
-0.254 -0.567 0.630
0.564 1.412 0.009
-4.061 -1.278 2.038
-1.269 1.329 3.511
0.896 -0.011 -0.781
-1.375 1.724 -1.898

The value obtained for the orbital gap is 9.91 eV. The value obtained for the highest occupied orbital energy is -13.1 eV. As for the strongest force on any atom: 0.1125 hartree/bohr. The energy relative to the best compared isomer or geometry (same formula, charge and spin) comes out at 395.6 kJ/mol. For the total energy, the calculation gives -1014.090984 Eh. As for the charge: +1. The spin multiplicity is 1.

Entry 3:
ORCA calculation (wB97M-V/def2-TZVPD) on a cluster of 10 separate species, C5H28NO11 in total at a distorted geometry.

Cartesian coordinates (Å):
O: 0.650 -2.065 1.563
C: 1.401 -1.931 0.633
O: 2.078 -2.905 0.016
C: 2.018 -0.635 0.049
C: 1.089 0.602 0.108
C: 1.835 1.850 0.661
C: 1.286 2.738 1.486
N: 2.501 -0.902 -1.335
H: 1.611 -3.875 0.303
H: 2.811 -0.189 0.792
H: 0.729 0.874 -0.893
H: 0.191 0.422 0.687
H: 2.833 1.947 0.181
H: 1.886 3.644 1.750
H: 0.437 2.644 2.147
H: 1.576 -0.918 -1.822
H: 3.171 -0.286 -1.768
H: 2.995 -1.844 -1.328
H: -2.880 -0.636 0.847
H: -2.676 -0.622 2.280
O: -3.190 -0.140 1.617
H: 1.280 0.953 -3.954
H: 1.425 -0.508 -4.398
O: 1.790 0.158 -3.806
H: -3.533 1.229 3.295
H: -2.914 2.455 3.790
O: -3.069 1.547 4.076
H: -1.407 -2.857 -2.092
H: -1.091 -1.491 -2.506
O: -0.644 -2.342 -2.393
H: -1.661 3.678 -2.421
H: -0.918 3.548 -1.133
O: -1.216 3.010 -1.885
H: 0.582 -4.029 1.827
H: 1.647 -4.977 2.197
O: 1.106 -4.745 1.428
H: -0.382 1.619 -3.930
H: -1.162 1.054 -2.705
O: -0.836 0.841 -3.588
H: -3.031 0.977 -0.412
H: -3.635 0.356 -1.646
O: -2.879 0.267 -1.054
H: -1.388 0.476 4.665
H: 0.177 0.694 4.549
O: -0.594 0.317 4.122

Atoms 1-6, force components in eV/Å:
-0.193 0.692 -0.705
2.176 -0.381 -0.415
-2.075 -2.422 0.429
0.197 2.667 2.900
0.191 1.000 -0.107
-0.963 -1.023 -0.982

The value obtained for the orbital gap is 10.40 eV. The value obtained for the highest occupied orbital energy is -13.1 eV. As for the strongest force on any atom: 0.0767 hartree/bohr. The energy relative to the best compared isomer or geometry (same formula, charge and spin) comes out at 104.7 kJ/mol. For the total energy, the calculation gives -1089.438944 Eh. As for the charge: +1. The spin multiplicity is 1.

Entry 4:
ORCA calculation (wB97M-V/def2-TZVPD) on a cluster of 10 separate species, C5H29NO10 in total at a distorted geometry.

Cartesian coordinates (Å):
C: -0.904 1.137 0.653
O: -1.280 -0.225 0.496
C: 0.680 1.370 0.727
C: 0.985 1.689 2.187
C: 1.293 0.433 3.012
C: 1.035 0.363 4.306
N: 1.094 2.368 -0.239
H: -1.503 1.542 1.456
H: -1.296 1.723 -0.275
H: -0.716 -0.710 -0.116
H: 1.194 0.393 0.385
H: 2.011 2.225 2.140
H: 0.109 2.327 2.438
H: 1.871 -0.369 2.564
H: 1.251 -0.616 4.885
H: 0.466 1.073 4.935
H: 1.236 2.086 -1.124
H: 0.467 3.102 -0.389
H: -3.270 -1.897 2.230
H: -1.878 -1.183 1.814
O: -2.459 -1.561 2.521
H: 0.055 -0.643 -3.864
H: 1.158 0.145 -3.426
O: 1.029 -0.651 -3.847
H: 0.607 -1.564 -1.712
H: -0.012 -2.863 -1.473
O: -0.219 -2.004 -1.308
H: -1.954 1.558 3.671
H: -2.864 0.462 3.241
O: -2.650 1.389 3.094
H: 1.015 2.480 -3.466
H: -0.325 1.672 -3.336
O: 0.639 1.980 -2.894
H: -1.920 -0.303 -3.059
H: -2.772 0.473 -4.116
O: -1.790 0.511 -3.624
H: 4.257 -1.824 1.396
H: 3.567 -2.981 0.983
O: 4.143 -2.353 0.598
H: -2.995 -2.058 -1.534
H: -2.861 -0.636 -0.936
O: -3.312 -1.233 -1.666
H: 3.121 -1.247 -2.041
H: 2.876 -1.923 -0.562
O: 2.510 -1.727 -1.413

Atoms 1-6, force components in eV/Å:
0.338 0.815 -2.881
-0.540 -0.057 0.466
-1.376 -1.696 -1.313
2.378 0.069 -1.129
-0.799 1.605 0.393
-0.467 -2.291 1.931

The value obtained for the orbital gap is 8.82 eV. The value obtained for the highest occupied orbital energy is -8.7 eV. As for the strongest force on any atom: 0.2084 hartree/bohr. The energy relative to the best compared isomer or geometry (same formula, charge and spin) comes out at 579.7 kJ/mol. For the total energy, the calculation gives -1014.929200 Eh. As for the charge: 0. The spin multiplicity is 1.

Entry 5:
ORCA calculation (wB97M-V/def2-TZVPD) on a cluster of 11 separate species, C5H29NO10 in total at a distorted geometry.

Cartesian coordinates (Å):
C: -0.618 3.390 1.893
C: 0.393 2.626 1.026
C: 0.486 1.243 1.568
C: 1.542 0.447 1.799
C: -1.427 0.145 2.339
N: -0.707 0.484 1.369
H: -1.601 2.837 1.901
H: -0.323 3.467 2.943
H: -0.834 4.361 1.446
H: 1.371 3.175 0.935
H: 0.120 2.621 -0.045
H: 2.531 0.755 1.994
H: 1.516 -0.650 1.927
H: -2.272 -0.513 2.209
H: -1.345 0.356 3.406
H: 1.379 -2.690 3.007
H: 2.742 -3.517 3.394
O: 2.323 -2.807 2.908
H: -0.063 -0.415 -1.989
H: -1.049 -0.157 -0.967
O: -1.016 -0.534 -1.864
H: 4.350 -2.519 1.794
H: 3.420 -3.213 0.760
O: 4.197 -2.629 0.854
H: 2.394 -1.201 -2.012
H: 3.079 -1.845 -0.920
O: 2.149 -1.794 -1.263
H: -2.300 0.529 -2.777
H: -3.379 1.623 -3.000
O: -3.135 0.870 -2.432
H: -1.229 2.656 -1.800
H: -1.751 3.905 -2.470
O: -1.197 3.129 -2.652
H: -3.830 0.233 0.226
H: -4.959 1.200 0.150
O: -4.413 0.769 0.819
H: 0.301 -4.910 -0.299
H: 0.353 -3.329 -0.845
O: 0.389 -3.974 -0.138
H: 2.103 1.345 -2.523
H: 2.962 1.174 -1.274
O: 2.652 0.706 -2.055
H: -1.220 -2.817 -3.493
H: -1.966 -2.044 -2.491
O: -2.119 -2.488 -3.355

Atoms 1-6, force components in eV/Å:
-1.290 -0.322 -0.649
0.803 1.199 0.356
0.811 -2.358 -1.279
-0.212 -0.346 0.746
-0.601 -0.718 0.474
-0.525 0.452 -0.168

The value obtained for the orbital gap is 9.21 eV. The value obtained for the highest occupied orbital energy is -9.1 eV. As for the strongest force on any atom: 0.0545 hartree/bohr. The energy relative to the best compared isomer or geometry (same formula, charge and spin) comes out at 478.9 kJ/mol. For the total energy, the calculation gives -1014.967571 Eh. As for the charge: 0. The spin multiplicity is 1.

Entry 6:
ORCA calculation (wB97M-V/def2-TZVPD) on a cluster of 11 separate species, C5H29NO12 in total at a distorted geometry.

Cartesian coordinates (Å):
C: 0.777 -1.544 2.286
C: 2.198 -1.007 2.163
C: 2.402 0.217 3.040
O: 1.499 0.838 3.520
C: 0.402 -2.277 1.003
N: -0.890 -2.631 0.849
C: -1.901 -2.765 1.929
O: 1.187 -2.561 0.088
H: 0.007 -0.839 2.614
H: 0.757 -2.323 3.080
H: 2.901 -1.786 2.430
H: 2.435 -0.550 1.196
H: 3.462 0.445 3.199
H: -1.076 -3.045 -0.032
H: -2.606 -3.378 1.409
H: -1.421 -3.318 2.734
H: -2.345 -1.850 2.298
H: -3.304 -0.502 -0.265
H: -1.888 0.029 0.222
O: -2.763 -0.278 0.470
H: 1.881 -0.417 -2.350
H: 2.039 -1.469 -1.262
O: 2.225 -0.563 -1.500
H: -0.394 -0.360 -2.885
H: 0.168 0.093 -4.162
O: 0.359 -0.439 -3.421
H: -1.020 3.934 -2.048
H: 0.279 4.541 -2.614
O: -0.444 3.955 -2.865
H: -0.196 1.482 -1.283
H: -1.478 1.873 -0.643
O: -1.060 1.114 -1.104
H: -1.885 2.087 -4.228
H: -1.535 1.716 -2.846
O: -1.757 1.333 -3.683
H: -0.978 1.301 2.161
H: -0.315 2.279 3.002
O: -0.889 2.244 2.185
H: 1.551 1.240 0.058
H: 0.914 2.441 0.887
O: 1.286 2.183 0.058
H: -0.569 3.149 0.316
H: -1.542 4.414 0.119
O: -1.212 3.592 -0.246
H: -0.448 -4.423 -2.500
H: 0.343 -3.272 -2.183
O: 0.004 -4.062 -1.789

Atoms 1-6, force components in eV/Å:
0.207 -1.336 -0.247
-0.735 1.363 1.008
0.255 -1.764 -0.190
-0.383 0.929 0.355
-0.367 -0.447 -1.194
-0.077 1.040 1.807

The value obtained for the orbital gap is 9.66 eV. The value obtained for the highest occupied orbital energy is -9.4 eV. As for the strongest force on any atom: 0.0581 hartree/bohr. The energy relative to the best compared isomer or geometry (same formula, charge and spin) comes out at 238.7 kJ/mol. For the total energy, the calculation gives -1165.538076 Eh. As for the charge: 0. The spin multiplicity is 1.